Here is 2 unconnected molecules or ions with the total composition C6H6ClNO4 at a distorted geometry from OMol25. Energies are from wB97M-V/def2-TZVPD.

Values from the calculation:
relative energy (zero: lowest compared OMol25 entry of this formula, charge and spin) = 0.4669 eV
charge = 0
lowest unoccupied orbital energy = 0.4461 eV
HOMO-LUMO gap = 9.42 eV
2S+1 = 1

```
18
Properties=species:S:1:pos:R:3:lowdin_charge:R:1
O -1.123 0.350 -1.724 0.061
C -0.162 0.484 -0.832 -0.327
C -0.152 1.450 0.152 -0.024
C 0.806 1.473 1.164 -0.075
C 1.824 0.495 1.222 -0.081
C 1.796 -0.457 0.202 -0.578
Cl 2.938 -1.760 0.216 0.736
C 0.810 -0.532 -0.786 -0.284
O 0.940 -1.391 -1.853 -0.007
H -1.218 -0.561 -2.049 0.139
H -1.041 2.205 0.272 0.162
H 0.919 2.331 1.723 0.078
H 2.623 0.582 1.942 0.105
H 1.871 -1.902 -1.707 0.120
O -2.833 -1.708 1.653 0.045
N -2.427 -1.205 0.683 -0.165
O -3.082 -0.106 0.270 -0.029
H -2.488 0.254 -0.548 0.125
```

Here is a molecular structure, C27H34N5O2S3V at a distorted geometry from OMol25. Energies are from wB97M-V/def2-TZVPD.

Values from the calculation:
relative energy (zero: lowest compared OMol25 entry of this formula, charge and spin) = 0.0000 eV
charge = +3
lowest unoccupied orbital energy (alpha / beta) = -9.9477 / -9.8542 eV
HOMO-LUMO gap (alpha / beta) = 5.78 / 5.87 eV
2S+1 = 2

```
72
Properties=species:S:1:pos:R:3:mulliken_spin:R:1
V -1.368 1.481 0.439 1.157
S -1.010 -0.762 1.047 -0.034
C 0.592 -1.183 0.666 -0.009
N 1.068 -2.377 0.958 -0.001
C 2.459 -2.697 0.703 0.000
C 2.957 -1.952 -0.525 0.000
N 2.644 -0.535 -0.420 -0.002
C 3.619 0.377 -0.986 -0.001
C 4.999 0.142 -0.408 0.000
C 6.051 -0.257 -1.226 0.000
C 7.325 -0.403 -0.699 0.000
C 7.552 -0.167 0.651 0.000
C 6.499 0.209 1.475 0.000
C 5.226 0.361 0.950 0.000
C 1.478 -0.168 0.077 0.010
S 0.960 1.457 0.099 -0.045
C 0.237 -3.422 1.513 -0.001
C -0.205 -4.377 0.422 0.001
C 0.207 -5.701 0.442 0.000
C -0.254 -6.583 -0.522 0.000
C -1.105 -6.143 -1.524 0.000
C -1.509 -4.816 -1.553 0.000
C -1.058 -3.934 -0.588 -0.001
H 2.542 -3.775 0.550 0.000
H 3.059 -2.429 1.583 0.000
H 2.495 -2.352 -1.437 0.000
H 4.041 -2.068 -0.603 0.000
H 3.298 1.402 -0.790 0.000
H 3.652 0.220 -2.069 0.000
H 5.887 -0.431 -2.279 0.000
H 8.140 -0.690 -1.345 0.000
H 8.546 -0.273 1.055 0.000
H 6.677 0.398 2.523 0.000
H 4.411 0.674 1.588 0.000
H -0.640 -2.962 1.973 -0.001
H 0.804 -3.952 2.281 0.000
H 0.864 -6.055 1.223 0.000
H 0.050 -7.615 -0.485 0.000
H -1.454 -6.832 -2.276 0.000
H -2.185 -4.476 -2.321 0.000
H -1.392 -2.905 -0.601 0.001
S -0.983 3.650 1.288 -0.026
C -2.212 4.797 0.969 0.011
N -2.295 5.868 1.796 0.000
C -3.180 6.866 1.632 -0.001
C -4.062 6.843 0.581 0.002
C -4.013 5.760 -0.310 0.002
C -3.117 4.734 -0.104 0.009
H -1.617 5.921 2.554 0.000
H -3.168 7.665 2.360 0.000
H -4.772 7.642 0.442 0.000
H -4.685 5.742 -1.154 0.000
H -3.057 3.889 -0.781 -0.003
C -1.269 1.045 -3.266 -0.003
C -2.390 1.005 -2.217 -0.008
C -2.962 -0.408 -2.014 0.002
O -1.888 1.401 -1.013 -0.072
H -1.679 0.886 -4.259 0.000
H -0.540 0.262 -3.054 0.000
H -0.772 2.016 -3.250 0.000
H -3.192 1.710 -2.504 -0.004
H -2.135 -1.110 -1.903 -0.001
H -3.564 -0.698 -2.870 0.000
H -3.581 -0.432 -1.111 -0.001
N -4.444 0.337 2.965 0.003
C -3.922 1.293 2.195 0.003
N -4.714 2.283 1.756 0.004
O -2.707 1.250 1.871 0.011
H -5.398 0.355 3.292 -0.001
H -3.851 -0.410 3.297 0.000
H -5.673 2.379 2.044 0.000
H -4.315 3.030 1.205 0.001
```

Here is a molecular structure, CH7N2PS2 at a distorted geometry from OMol25. Energies are from wB97M-V/def2-TZVPD.

Values from the calculation:
relative energy (zero: lowest compared OMol25 entry of this formula, charge and spin) = 2.9584 eV
charge = 0
lowest unoccupied orbital energy = -1.1653 eV
HOMO-LUMO gap = 6.56 eV
2S+1 = 1

```
13
Properties=species:S:1:pos:R:3:lowdin_charge:R:1
C -3.016 -0.869 -0.211 -1.026
N -0.291 0.582 -0.882 -0.391
N 2.234 0.716 0.697 0.019
P -1.032 1.622 0.096 0.599
S -3.073 1.017 0.241 0.402
S -1.599 -1.794 0.264 0.373
H -3.214 -1.137 -1.320 0.047
H 2.361 -0.176 1.098 0.008
H -3.883 -1.339 0.340 0.017
H -0.546 -0.608 -0.620 -0.068
H 0.683 0.760 -1.085 -0.017
H 2.448 1.509 1.287 0.022
H 2.716 0.784 -0.187 0.016
```